one:
C3H5FO2P | wB97M-V/def2-TZVPD

Computed properties:
Net charge: -1
E_HOMO in eV: -1.7
Gap between HOMO and LUMO in eV: 5.601

Last column: natural (NBO) charge in e.
Geometry (Å):
C  0.08446  -1.09891  1.98753  1.019
C  -0.92465  1.34660  -0.60081  -0.695
C  -0.13931  -0.04051  -0.50954  -0.321
O  1.21947  -1.09484  2.18476  -0.593
O  -1.03481  -1.34713  2.10556  -0.583
F  -0.94376  -0.92379  -1.25144  -0.450
P  1.48963  -0.19641  -1.22186  0.159
H  -0.28514  2.14670  -0.17693  0.184
H  -1.70713  1.12739  0.12197  0.203
H  -1.40450  1.81152  -1.52206  0.151
H  1.49185  -1.55576  -1.06020  -0.035
H  2.15388  -0.17487  -0.05698  -0.039

two:
C3H5FO2P | wB97M-V/def2-TZVPD

Computed properties:
Net charge: -1
E_HOMO in eV: -3.1
Gap between HOMO and LUMO in eV: 7.254

Last column: natural (NBO) charge in e.
Geometry (Å):
C  -0.88555  -0.24397  -0.91120  -0.497
C  -0.49274  0.36953  0.17670  -0.194
C  1.41505  1.05266  0.81936  -0.063
O  2.60059  0.36742  -1.47032  -1.189
O  2.34169  -1.46204  0.45635  -1.028
F  1.20687  2.39035  0.48477  -0.412
P  2.94444  0.13650  -0.03957  1.255
H  -1.94884  -0.60900  -0.89386  0.171
H  -0.36725  -0.17817  -1.84464  0.219
H  -0.96484  0.28161  1.14977  0.159
H  1.61318  1.10021  1.87067  0.124
H  1.67140  -1.51991  -0.16178  0.456

Which of them is the most stable, and which is the least stable? one and two, in that order.

one:
C28H56O21S4 | wB97M-V/def2-TZVPD

Computed properties:
Net charge: 0
SMILES string: O=S1(=O)OCCO1.O=S1(=O)OCCO1.O=S1(=O)OCCO1.O=S1(=O)OCCO1.C1CCOC1.C1CCOC1.C1CCOC1.C1CCOC1.C1CCOC1
E_HOMO in eV: -9.0
Gap between HOMO and LUMO in eV: 9.272

Last column: Mulliken charge in e.
Geometry (Å):
O  1.28314  0.73525  1.34790  -0.567
S  0.44443  1.30946  0.32617  0.824
O  0.57934  2.75535  0.06081  -0.587
O  0.60746  0.43359  -1.03498  0.039
C  -0.31750  -0.72221  -0.97849  0.132
C  -1.50587  -0.25962  -0.17945  0.307
O  -1.13200  0.95006  0.47621  -0.164
H  -0.64463  -1.07625  -1.95612  0.435
H  0.19267  -1.53857  -0.46723  -0.406
H  -1.72117  -0.89767  0.67766  -0.217
H  -2.40942  0.05279  -0.70299  0.210
O  1.70668  4.18801  1.88795  -0.444
S  2.79973  4.88993  1.11995  1.071
O  3.61680  5.85724  1.89931  -0.594
O  3.77126  3.80814  0.28027  -0.318
C  3.69531  3.87403  -1.13372  0.518
C  3.19859  5.33005  -1.32828  -0.503
O  2.21402  5.55875  -0.26760  -0.303
H  4.69746  3.60697  -1.46911  0.561
H  2.92409  3.18511  -1.47826  -0.489
H  2.74394  5.35454  -2.31862  0.226
H  4.11814  5.91204  -1.26639  0.314
O  -3.56167  -1.46675  -2.53456  -0.575
S  -3.82653  -2.57099  -1.66105  1.137
O  -2.75764  -3.17123  -0.85000  -0.341
O  -5.19406  -2.40531  -0.78399  -0.277
C  -6.38616  -2.71679  -1.39365  -0.231
C  -5.96148  -3.34118  -2.71378  -0.516
O  -4.64149  -3.74273  -2.55434  -0.411
H  -6.97276  -3.53444  -0.97480  0.269
H  -7.00702  -1.82168  -1.43095  0.287
H  -5.91397  -2.55010  -3.46214  0.281
H  -6.64280  -4.08322  -3.13003  0.352
O  2.79582  -1.39815  -0.19842  -0.301
S  4.20962  -1.39270  0.39595  0.953
O  4.82902  -2.70327  0.45466  -0.599
O  5.03647  -0.25758  -0.44714  -0.404
C  4.87292  1.01277  0.13663  0.483
C  4.58814  0.89701  1.67377  -0.222
O  4.31174  -0.53995  1.79185  -0.403
H  5.80364  1.56140  -0.00785  0.560
H  4.14068  1.54889  -0.46712  -0.634
H  3.67658  1.38020  2.02544  0.179
H  5.47118  1.00878  2.30294  0.288
C  3.68654  -1.19216  -4.12328  -0.652
C  3.01506  0.02365  -3.59428  0.705
C  4.06337  1.09274  -3.65979  0.441
O  4.88304  0.73222  -4.80129  -0.514
C  4.54437  -0.59783  -5.27996  -0.568
H  3.02305  -1.95714  -4.52665  0.397
H  4.25342  -1.70511  -3.34636  0.189
H  2.68680  -0.20249  -2.57978  -0.453
H  2.24313  0.33059  -4.30000  0.113
H  4.67308  0.87411  -2.78310  -0.097
H  3.66644  2.09827  -3.52030  -0.178
H  5.35112  -1.25909  -5.59620  0.363
H  3.96185  -0.45660  -6.19036  0.283
C  -3.52057  2.68924  2.95878  -0.556
C  -4.37276  3.15205  4.13915  -0.571
C  -4.69072  1.84155  4.90334  -0.351
O  -4.99372  1.03954  3.79251  -0.470
C  -4.03867  1.26181  2.74865  0.182
H  -2.46654  2.59746  3.22086  0.199
H  -3.45330  3.34301  2.08920  0.380
H  -5.28046  3.66811  3.82632  0.275
H  -3.78787  3.70518  4.87403  0.327
H  -5.59915  1.97486  5.49077  0.299
H  -3.89672  1.26802  5.38159  0.240
H  -4.46862  1.04033  1.77182  0.301
H  -3.24191  0.52105  2.68104  -0.180
C  -3.44359  -3.11280  5.69307  -0.510
C  -2.65029  -1.83003  5.22987  0.040
C  -1.75246  -2.35900  4.13229  -0.379
O  -1.60004  -3.76525  4.35747  -0.411
C  -2.77754  -4.27552  5.01335  -0.601
H  -4.50670  -3.15036  5.45541  0.346
H  -3.23065  -3.15262  6.76132  0.212
H  -2.14605  -1.28087  6.02503  0.413
H  -3.20616  -1.04049  4.72416  -0.335
H  -0.79275  -1.85899  4.00178  0.416
H  -2.18672  -2.22013  3.14222  0.073
H  -2.58565  -5.07971  5.72366  0.372
H  -3.54961  -4.69543  4.36862  0.264
C  1.83890  -4.86738  1.36475  -0.210
C  1.01750  -6.14608  1.22274  -0.873
C  -0.45538  -5.70768  1.52350  -0.311
O  -0.35905  -4.34048  1.11387  -0.193
C  0.83065  -3.77845  1.63320  0.501
H  2.32806  -4.52674  0.45218  0.084
H  2.56843  -4.88133  2.17449  0.393
H  1.35135  -7.02876  1.76820  0.368
H  1.07052  -6.58429  0.22611  0.270
H  -0.68305  -5.78315  2.58678  0.115
H  -1.27744  -6.15615  0.96565  0.331
H  0.58703  -3.68098  2.69115  0.045
H  0.98976  -2.81216  1.15457  -0.411
C  -0.21419  4.70459  -3.68272  -0.676
C  0.50360  5.17586  -4.89008  -0.620
C  1.34560  3.98709  -5.36502  -0.638
O  1.64484  3.30647  -4.24161  -0.272
C  0.38327  3.29236  -3.47089  0.232
H  -1.30382  4.68566  -3.66135  0.453
H  -0.07949  5.38724  -2.84371  0.221
H  1.15342  6.01833  -4.65326  0.252
H  -0.17740  5.49025  -5.68096  0.321
H  2.15801  4.27398  -6.03269  0.389
H  0.75625  3.28057  -5.94948  0.351
H  0.70445  3.14276  -2.44009  -0.485
H  -0.22659  2.46635  -3.83676  0.435

two:
C28H56O21S4 | wB97M-V/def2-TZVPD

Computed properties:
Net charge: 0
SMILES string: O=S1(=O)OCCO1.O=S1(=O)OCCO1.O=S1(=O)OCCO1.O=S1(=O)OCCO1.C1CCOC1.C1CCOC1.C1CCOC1.C1CCOC1.C1CCOC1
E_HOMO in eV: -9.2
Gap between HOMO and LUMO in eV: 9.265

Last column: Mulliken charge in e.
Geometry (Å):
O  -5.76284  5.17222  -3.04368  -0.501
S  -4.98247  4.48404  -4.10946  1.042
O  -5.39933  4.63991  -5.50394  -0.514
O  -3.32414  4.66076  -3.92294  -0.354
C  -2.62733  3.59358  -4.42260  -0.277
C  -3.51503  2.45762  -3.92260  -0.152
O  -4.82214  2.84029  -3.68744  -0.287
H  -2.86852  3.70825  -5.47938  0.303
H  -1.58708  3.71703  -4.12139  0.288
H  -3.17033  2.23522  -2.91274  0.138
H  -3.55617  1.51255  -4.46414  0.312
O  -6.60005  5.95311  4.22462  -0.513
S  -7.09640  5.25376  3.05104  1.087
O  -6.23079  4.35387  2.26085  -0.501
O  -8.38252  4.29508  3.55558  -0.320
C  -9.53099  4.47160  2.67873  -0.264
C  -9.05440  5.35633  1.46864  -0.375
O  -8.02588  6.22051  2.04339  -0.316
H  -9.98018  3.56701  2.26879  0.289
H  -10.33584  4.93988  3.24532  0.291
H  -9.84101  6.00190  1.07804  0.304
H  -8.49370  4.72972  0.77505  0.319
O  -0.82268  -7.51623  1.55665  -0.508
S  -0.19633  -6.50804  2.39203  1.082
O  0.89294  -5.69047  1.82788  -0.524
O  -1.24506  -5.62242  3.27639  -0.275
C  -0.61108  -5.09483  4.40463  -0.340
C  0.41540  -6.19847  4.84279  -0.265
O  0.41182  -7.18780  3.80607  -0.325
H  0.15761  -4.38873  4.09056  0.280
H  -1.32976  -4.69087  5.11767  0.352
H  0.15483  -6.64264  5.80348  0.274
H  1.40070  -5.75488  4.98601  0.248
O  -0.79871  -3.47373  -5.30356  -0.535
S  0.07097  -4.51343  -4.65378  1.045
O  -0.29069  -5.12260  -3.37904  -0.462
O  0.43578  -5.61167  -5.84956  -0.319
C  1.79851  -5.77699  -6.08190  -0.248
C  2.36928  -4.39000  -5.74939  -0.304
O  1.64046  -3.89708  -4.62762  -0.288
H  2.22615  -6.53390  -5.42439  0.286
H  1.97929  -6.04605  -7.12260  0.284
H  2.33455  -3.65646  -6.55487  0.258
H  3.37460  -4.42102  -5.32930  0.281
C  5.93414  -1.15328  3.61724  -0.381
C  5.50921  -1.57132  4.95391  -0.415
C  5.18669  -0.21269  5.70072  -0.500
O  5.60366  0.80758  4.79041  -0.432
C  5.44124  0.25858  3.50252  -0.377
H  5.36646  -1.73513  2.89109  0.231
H  6.98786  -1.20012  3.34229  0.282
H  6.31660  -1.98140  5.56059  0.248
H  4.65765  -2.24580  4.86443  0.231
H  5.52334  -0.17525  6.73675  0.322
H  4.12679  0.02515  5.61056  0.281
H  5.97891  0.89643  2.80097  0.293
H  4.43023  0.32675  3.10090  0.218
C  2.75029  4.72851  3.05290  -0.344
C  1.81133  5.79833  2.45796  -0.571
C  2.69271  6.24241  1.28868  -0.405
O  4.01217  6.30028  1.85967  -0.425
C  4.08482  5.50876  2.99698  -0.395
H  2.85133  3.88050  2.37558  0.190
H  2.41314  4.52192  4.06865  0.303
H  1.47291  6.67104  3.01648  0.283
H  0.84871  5.37546  2.17049  0.333
H  2.33175  7.04220  0.64204  0.363
H  2.63947  5.47170  0.51973  0.190
H  4.38749  6.07558  3.87744  0.274
H  4.94448  4.86287  2.81832  0.208
C  -1.15464  -0.14772  0.26389  -0.481
C  -0.33025  -0.36088  -1.03183  -0.320
C  0.55788  0.92840  -0.96712  -0.508
O  -0.31446  1.88854  -0.51536  -0.404
C  -0.99435  1.34470  0.58397  -0.462
H  -0.74317  -0.82245  1.01458  0.270
H  -2.20354  -0.34667  0.04407  0.207
H  -0.90208  -0.30069  -1.95784  0.241
H  0.29830  -1.23918  -0.88481  0.271
H  0.87372  1.13953  -1.98878  0.311
H  1.51475  1.04413  -0.45810  0.249
H  -2.03216  1.63247  0.75199  0.351
H  -0.42405  1.53568  1.49303  0.276
C  7.85471  1.06349  -2.09079  -0.513
C  6.36677  1.04247  -2.32288  -0.507
C  6.20309  -0.27306  -3.01074  -0.363
O  7.35687  -0.58388  -3.77378  -0.383
C  8.33241  0.38050  -3.31047  -0.503
H  8.15171  0.52153  -1.19292  0.263
H  8.33123  2.04317  -2.05545  0.327
H  6.13474  1.92956  -2.91224  0.272
H  5.93038  1.22568  -1.34100  0.296
H  5.43747  -0.07332  -3.76043  0.257
H  6.02698  -1.07140  -2.28982  0.302
H  8.43538  1.01084  -4.19374  0.264
H  9.29350  -0.09105  -3.10539  0.289
C  -5.70530  -4.79859  -1.73435  -0.569
C  -5.28121  -4.71161  -0.30590  -0.463
C  -6.30203  -3.65282  0.29446  -0.392
O  -6.46733  -2.79618  -0.85596  -0.414
C  -5.96142  -3.38155  -2.11703  -0.357
H  -6.57562  -5.42350  -1.93467  0.269
H  -4.96055  -5.13973  -2.45342  0.313
H  -4.32133  -4.19857  -0.24660  0.190
H  -5.35889  -5.64591  0.25010  0.346
H  -5.88404  -3.04874  1.09974  0.260
H  -7.08996  -4.27961  0.71206  0.292
H  -4.97709  -3.01568  -2.40914  0.220
H  -6.60081  -3.27247  -2.99303  0.306

Which of them is the most stable, and which is the least stable? one and two, in that order.

one:
C2H2N2S3 | wB97M-V/def2-TZVPD

Computed properties:
Net charge: 0
SMILES string: N#CSC(=S)SN
E_HOMO in eV: -9.4
Gap between HOMO and LUMO in eV: 8.637

Last column: natural (NBO) charge in e.
Geometry (Å):
N  2.04162  2.35139  -0.27057  -0.265
C  2.26089  1.26495  0.01890  -0.010
S  2.35022  -0.39964  0.09338  0.383
C  0.52035  -0.72535  -0.11389  -0.533
S  -0.03180  -2.26290  -0.14884  0.025
S  -0.52356  0.67391  0.06697  0.586
N  -2.04803  0.02563  0.15719  -0.963
H  -2.33624  -0.41041  -0.73042  0.393
H  -2.23345  -0.51758  0.92727  0.384

two:
C2H2N2S3 | wB97M-V/def2-TZVPD

Computed properties:
Net charge: 0
SMILES string: N#CSC(=S)SN
E_HOMO in eV: -9.3
Gap between HOMO and LUMO in eV: 8.434

Last column: natural (NBO) charge in e.
Geometry (Å):
N  1.92574  2.38144  0.38272  -0.300
C  2.21375  1.30054  0.17399  -0.022
S  2.44092  -0.28693  -0.15095  0.298
C  0.42299  -0.74271  0.17762  -0.504
S  0.02613  -2.30751  0.28143  0.044
S  -0.53245  0.60556  0.01526  0.665
N  -2.03415  -0.19938  -0.02985  -0.960
H  -2.65033  0.37198  -0.51526  0.386
H  -1.81260  -1.12299  -0.33496  0.393

Which of them is the most stable, and which is the least stable? one and two, in that order.

one:
C2H9NO3 | wB97M-V/def2-TZVPD

Computed properties:
Net charge: 0
SMILES string: NCC=O.O.O
E_HOMO in eV: -10.3
Gap between HOMO and LUMO in eV: 10.816

Last column: natural (NBO) charge in e.
Geometry (Å):
N  -0.15445  1.47185  0.20104  -0.842
C  -0.46032  0.10488  -0.25832  -0.339
C  0.12571  -0.28374  -1.59716  0.451
O  0.32650  -1.42949  -1.87963  -0.509
H  -0.14884  2.14887  -0.55893  0.355
H  -0.88715  1.73886  0.86126  0.367
H  -1.51929  -0.09911  -0.36951  0.201
H  -0.04557  -0.49192  0.53893  0.217
H  0.21525  0.59559  -2.27429  0.100
O  -1.57610  -4.16949  -0.35796  -0.954
H  -1.03068  -3.38041  -0.41297  0.481
H  -2.14659  -4.25332  -1.12490  0.473
O  2.60724  2.99847  2.55730  -0.943
H  2.82854  2.07888  2.73128  0.469
H  1.86577  2.97009  1.94388  0.474

two:
C2H9NO3 | wB97M-V/def2-TZVPD

Computed properties:
Net charge: 0
E_HOMO in eV: -9.4
Gap between HOMO and LUMO in eV: 4.140

Last column: natural (NBO) charge in e.
Geometry (Å):
O  0.70565  -1.58831  0.75881  -0.519
C  0.41260  -0.23329  0.54439  -0.099
C  -0.19441  0.19657  -0.73231  -0.305
N  -0.88263  1.49419  -0.48605  -0.631
H  -0.24333  0.02186  1.26709  0.258
H  -0.82395  -0.63620  -1.10529  0.300
H  0.57528  0.23836  -1.51338  0.290
H  0.24636  2.55832  2.51680  0.441
H  -1.73051  1.51728  -1.12214  0.387
H  0.62806  -3.21751  -1.63741  0.442
H  1.32696  0.31091  0.80207  0.274
O  0.53877  -2.32764  -1.51541  -0.919
H  -1.05827  1.62507  0.52141  0.434
H  0.57724  -1.96444  -0.16058  0.484
O  -0.07784  2.00484  1.86201  -0.835

three:
C2H9NO3 | wB97M-V/def2-TZVPD

Computed properties:
Net charge: 0
E_HOMO in eV: -8.8
Gap between HOMO and LUMO in eV: 8.420

Last column: natural (NBO) charge in e.
Geometry (Å):
O  -0.85527  -0.25007  1.73394  -0.727
C  -1.10708  -0.20092  0.42770  0.047
C  -0.43245  -1.15933  -0.39004  0.162
N  -0.62261  -1.33687  -1.74517  -0.766
H  -1.26358  0.80700  0.05191  0.255
H  -1.69656  -1.20129  0.09503  0.268
H  0.02179  -2.03832  0.06220  0.240
H  0.24122  -1.57574  -2.21038  0.420
H  -1.18755  -0.58919  -2.13474  0.399
H  2.09269  0.96827  1.78151  0.458
H  0.14818  0.12651  1.78479  0.530
O  1.33461  0.80214  1.22554  -1.225
H  1.86663  1.56224  -1.71402  0.458
H  1.20526  1.39501  -0.25842  0.518
O  1.03633  1.67417  -1.21486  -1.037

Which of them is the most stable, and which is the least stable? one and two, in that order.